one.
Below is C3H4O4 in the gas phase, with properties calculated with ωB97M-V/def2-TZVPD.

Last column: natural (NBO) charge in e.
Cartesian coordinates (Å):
O -0.80497 -2.18067 -0.62762  -0.5100
O 1.07474 -0.64807 -3.14212  -0.4243
O 0.25139 -1.32803 -2.19444  -0.3075
O 0.67728 1.02958 -0.18945  -0.6459
C -0.28167 -0.29575 1.46821  -0.4603
C -0.21697 -1.16275 -0.88656  0.7298
C 0.10848 -0.10629 0.20541  0.2046
H 0.42184 1.66077 0.59114  0.4856
H -0.74918 -1.30895 1.77672  0.2498
H 1.46871 -1.36274 -3.79902  0.4825
H -0.15227 0.47573 2.17503  0.1957

Computed properties:
* HOMO-LUMO gap: 10.042 eV
* HOMO: -9.73 eV
* LUMO energy: 0.31 eV
* structure (SMILES): C=C(O)C(=O)OO
* 2S+1: 1

=====

two.
Below is a molecular structure, C3H4O4, with properties calculated with ωB97M-V/def2-TZVPD.

Last column: natural (NBO) charge in e.
Cartesian coordinates (Å):
O 0.95834 -1.90660 0.38328  -0.6261
O -1.19687 -1.39200 0.09945  -0.6810
O 0.42567 -0.46082 -1.28097  -0.5389
O 1.79362 0.98732 0.43072  -0.5348
C 0.65258 0.77573 -0.02699  0.4470
C 0.09965 -1.02391 -0.15210  0.8925
C -0.26098 1.79015 -0.05691  -0.3899
H 0.55083 -2.33072 1.15035  0.5008
H -1.79550 -0.84732 -0.42757  0.5069
H -0.55691 2.25570 0.87003  0.2171
H -0.67043 2.15246 -0.98930  0.2064

Computed properties:
* HOMO-LUMO gap (spin up / spin down): 7.256 / 7.887 eV
* HOMO (spin up / spin down): -8.17 / -8.85 eV
* LUMO energy (spin up / spin down): -0.92 / -0.96 eV
* 2S+1: 1

=====

two takes first place; second place is 0.0335 hartree up.

=====

one.
Below is 2 unconnected molecules or ions with the total composition C3H12NOS2, with properties calculated with ωB97M-V/def2-TZVPD.

Last column: natural (NBO) charge in e.
Cartesian coordinates (Å):
S -2.09722 -0.44322 0.90265  0.0708
S -2.21927 1.62760 0.75910  -0.1662
O 2.79099 -0.61286 -0.22706  -0.6771
N -0.40646 0.36170 -1.85568  -0.6922
C 1.53860 -0.77678 -0.83429  -0.0832
C 0.84060 0.56003 -1.02795  -0.2462
C -0.84024 -0.65448 2.20228  -0.7320
H 1.74149 -1.22910 -1.80061  0.1950
H -0.92107 1.24223 -1.95820  0.4483
H -0.16081 0.04801 -2.80567  0.4409
H 1.46467 1.27645 -1.55505  0.2379
H -1.13682 -0.06519 3.06414  0.2447
H -0.86138 -1.71384 2.45047  0.2503
H -2.91930 1.81251 1.88572  0.1713
H 0.88829 -1.43947 -0.25852  0.1751
H 0.52512 1.00802 -0.08951  0.2287
H -1.06370 -0.29864 -1.40239  0.4556
H 0.14537 -0.36138 1.85657  0.2008
H 2.69114 -0.34157 0.69401  0.4774

Computed properties:
* HOMO-LUMO gap: 9.679 eV
* HOMO: -13.12 eV
* LUMO energy: -3.44 eV
* total charge: +1
* 2S+1: 1

=====

two.
Below is 2 unconnected molecules or ions with the total composition C3H12NOS2, with properties calculated with ωB97M-V/def2-TZVPD.

Last column: natural (NBO) charge in e.
Cartesian coordinates (Å):
S -0.38976 -2.26298 -0.76670  -0.1630
S 1.14770 -1.33722 0.31175  0.0713
O -0.90709 3.14734 1.16129  -0.6816
N 0.02113 1.06401 -1.78297  -0.6752
C 0.27371 -0.96809 1.87760  -0.7288
C 0.01023 2.45504 0.30552  -0.0900
C -0.81447 1.53217 -0.63378  -0.2575
H 0.94239 -0.44312 2.52289  0.2412
H 0.53726 3.22271 -0.26328  0.1972
H -0.58028 -0.35604 1.68777  0.2019
H -1.09550 2.56460 1.91308  0.4799
H -0.60038 0.62523 -2.45574  0.4456
H 0.64970 0.30434 -1.51065  0.4504
H -0.14515 -3.53051 -0.52469  0.1659
H -1.63377 2.14142 -1.07064  0.2426
H -1.23714 0.61981 -0.15267  0.2319
H -0.04053 -1.89272 2.36976  0.2500
H 0.55609 1.78478 -2.18730  0.4335
H 0.81210 1.82117 0.84512  0.1848

Computed properties:
* HOMO-LUMO gap: 10.042 eV
* HOMO: -13.40 eV
* LUMO energy: -3.36 eV
* total charge: +1
* 2S+1: 1

=====

one takes first place; second place is 0.0076 hartree up.

=====

one.
Below is a molecular structure, C24H17BrCl3GeO7S2Ti, with properties calculated with ωB97M-V/def2-TZVPD.

Last column: Mulliken spin population.
Cartesian coordinates (Å):
Br -0.90795 1.35787 1.93912  0.0009
Ge -2.29806 2.00966 0.10161  -0.0113
Ti -0.01823 -0.88512 0.60082  1.0205
Cl 0.79179 2.03887 -2.80604  0.0004
Cl 2.55608 0.45832 2.00534  0.0009
Cl 4.50372 4.97166 -0.22942  -0.0001
S 1.02816 -3.21641 1.38748  -0.0118
S -2.18136 -2.47145 0.17544  -0.0170
O 0.47404 -2.10504 2.22316  -0.0026
O 2.13134 -3.91455 1.94966  0.0016
O -1.20461 -1.88863 -0.79486  0.0065
O -3.51181 -2.61840 -0.30932  -0.0003
O 0.95105 0.33116 -0.40519  -0.0109
O 1.22708 -2.56031 0.07223  0.0044
O -1.98454 -1.62626 1.37723  0.0030
C -4.09043 1.50959 0.61624  0.0044
C -6.68402 0.80288 1.33100  0.0001
C -6.15770 0.37514 0.12152  0.0001
C -5.91472 1.57564 2.19133  0.0001
C -0.30086 -4.39019 1.14312  0.0000
C -2.11319 4.76632 0.92878  0.0004
C -1.57236 -4.09828 0.60788  0.0021
C 3.45890 3.58732 -0.28798  -0.0006
C 3.45422 2.69479 0.77034  0.0006
C -1.59899 6.63031 -0.49568  0.0004
C 2.64451 3.39888 -1.39030  0.0002
C -0.91143 -6.71942 1.28468  -0.0005
C -4.62175 1.92536 1.83601  0.0003
C -1.91775 6.12805 0.75913  -0.0001
C -1.47453 5.77143 -1.57782  -0.0001
C 1.76356 1.37355 -0.38442  0.0050
C -2.15258 -6.43547 0.75528  0.0002
C 2.60978 1.60409 0.70642  -0.0030
C 0.01053 -5.69678 1.47469  0.0009
C -1.66516 4.40689 -1.40823  -0.0002
C -1.99547 3.89804 -0.15594  0.0044
C 1.80799 2.29760 -1.42998  -0.0024
C -4.86205 0.72346 -0.23344  -0.0012
C -2.47972 -5.12653 0.42079  0.0003
H -2.01108 6.79698 1.60474  -0.0001
H -4.45226 0.36109 -1.16943  0.0003
H -1.21984 6.16138 -2.55466  -0.0001
H 4.09222 2.84674 1.62859  0.0000
H -7.69170 0.52446 1.61104  0.0000
H 0.98989 -5.90557 1.88036  0.0002
H -6.74821 -0.24321 -0.54137  0.0000
H -6.32021 1.89912 3.14114  0.0000
H -0.64544 -7.73333 1.55118  0.0000
H -2.35366 4.38517 1.91490  0.0000
H -1.74080 1.11046 -1.00108  0.0038
H -4.02462 2.51185 2.52544  -0.0002
H 2.65714 4.09971 -2.21221  -0.0001
H -2.87756 -7.22275 0.59902  0.0000
H -1.54954 3.74232 -2.25607  0.0002
H -1.44158 7.69294 -0.62741  0.0000
H -3.45084 -4.88800 0.01232  0.0001

Computed properties:
* HOMO-LUMO gap (spin up / spin down): 8.452 / 8.712 eV
* HOMO (spin up / spin down): -8.63 / -8.74 eV
* LUMO energy (spin up / spin down): -0.18 / -0.03 eV
* 2S+1: 2

=====

two.
Below is a molecular structure, C24H17BrCl3GeO7S2Ti, with properties calculated with ωB97M-V/def2-TZVPD.

Last column: Mulliken spin population.
Cartesian coordinates (Å):
Br 1.72857 -1.23038 0.92553  0.0023
Ge 3.66539 0.18656 0.73069  0.0020
Ti -0.31817 -0.05582 -0.70901  1.0011
Cl -2.93362 4.40961 4.47265  0.0001
Cl 0.63080 4.35823 0.43219  -0.0001
Cl -1.94802 -0.14290 1.72784  0.0003
S 0.61244 -0.53377 -3.20677  -0.0182
S -2.58022 -0.89447 -1.82048  -0.0116
O 0.76226 -1.45888 -2.06589  0.0090
O -2.16332 0.50733 -1.56239  0.0030
O -0.02035 1.45877 0.34292  -0.0022
O -1.61705 -1.66555 -0.97705  -0.0077
O 0.26507 0.75423 -2.53984  0.0132
O 1.66985 -0.47701 -4.15710  -0.0004
O -3.95568 -1.20785 -1.65237  -0.0005
C -1.16820 4.21085 2.43737  -0.0010
C 4.89293 0.86745 -3.20525  0.0004
C -3.18150 -1.67250 -4.31611  0.0005
C 3.14984 2.45798 -2.73434  0.0011
C 3.26792 1.55275 2.04666  0.0015
C 3.63244 2.87200 1.79153  0.0000
C 2.61645 3.57139 3.85274  0.0001
C 2.58149 1.25041 3.22440  0.0004
C -0.85799 -1.06537 -4.08177  0.0023
C -2.08620 3.54334 3.22913  0.0018
C 4.76182 0.34260 -1.92938  -0.0004
C 3.30971 3.87818 2.69497  0.0001
C 3.82218 0.87826 -1.04730  -0.0008
C -2.13974 -1.22998 -3.51926  0.0006
C -2.97782 -1.95563 -5.66158  -0.0002
C -0.69571 2.15421 1.24304  0.0035
C -2.34889 2.19741 3.03827  0.0012
C -1.65224 1.53422 2.04858  -0.0057
C 3.01535 1.94023 -1.45426  0.0032
C -0.67145 -1.34999 -5.42308  0.0010
C -1.72467 -1.79428 -6.21390  -0.0002
C 4.08674 1.92412 -3.60448  0.0003
C 2.25604 2.25587 4.11975  -0.0002
C -0.48651 3.51955 1.45272  -0.0006
H -4.15867 -1.79315 -3.87158  0.0002
H -3.80642 -2.30072 -6.26507  0.0000
H 5.61557 0.44498 -3.89104  0.0000
H 4.15618 3.12374 0.87673  -0.0003
H 5.38868 -0.48810 -1.62666  0.0001
H 1.71317 2.01495 5.02488  0.0000
H 2.50610 3.26740 -3.05349  -0.0001
H 2.35001 4.35556 4.55006  0.0000
H 2.27558 0.23358 3.43470  -0.0003
H -1.55214 -2.01054 -7.25958  0.0000
H 4.18152 2.32501 -4.60539  0.0000
H 3.58649 4.90216 2.48023  0.0001
H 2.27204 2.35238 -0.78175  -0.0002
H -3.08058 1.68301 3.64391  0.0004
H 4.69801 -0.88218 1.07895  0.0010
H -0.98392 5.26599 2.57969  -0.0001
H 0.31487 -1.22046 -5.84432  0.0000

Computed properties:
* HOMO-LUMO gap (spin up / spin down): 8.466 / 8.698 eV
* HOMO (spin up / spin down): -8.54 / -8.72 eV
* LUMO energy (spin up / spin down): -0.07 / -0.02 eV
* 2S+1: 2

=====

two takes first place; second place is 0.0049 hartree up.

=====

one.
Below is C9H8N2O in the gas phase, with properties calculated with ωB97M-V/def2-TZVPD.

Last column: natural (NBO) charge in e.
Cartesian coordinates (Å):
O -2.50937 0.65848 -0.37681  -0.4349
N -3.01005 0.21110 -2.65929  -0.4823
N 1.32422 0.72506 2.81694  -0.7922
C -0.11037 -0.09182 -0.42863  -0.0640
C 1.27453 0.25145 1.54863  0.1205
C -3.39223 0.50441 -1.35945  0.3850
C 0.04051 0.19057 0.93071  -0.2276
C 2.39134 -0.14613 0.94261  -0.2737
C -1.21727 0.37383 -1.19166  0.1879
C 0.86588 -1.07435 -0.86624  -0.2824
C 1.97539 -1.18216 -0.15666  -0.1896
C -1.61103 -0.03299 -2.41278  -0.0447
H -0.61457 1.10419 1.40880  0.2067
H 3.18742 -1.34516 -0.55427  0.2366
H -4.59924 0.28209 -0.89119  0.2106
H 0.55043 0.93397 3.30391  0.3764
H 2.23989 0.52015 3.47111  0.3911
H 3.44873 0.25684 1.31945  0.2278
H -0.88696 -0.32096 -3.08655  0.2204
H 0.65275 -1.81857 -1.75865  0.2283

Computed properties:
* HOMO-LUMO gap: 7.990 eV
* HOMO: -7.90 eV
* LUMO energy: 0.09 eV
* structure (SMILES): Nc1cccc(-c2cnco2)c1
* 2S+1: 1

=====

two.
Below is C9H8N2O in the gas phase, with properties calculated with ωB97M-V/def2-TZVPD.

Last column: natural (NBO) charge in e.
Cartesian coordinates (Å):
O 2.11624 -2.14193 1.18637  -0.6649
N -1.08215 0.77723 -2.49262  -0.8180
N 0.62789 0.00386 2.02808  -0.4375
C 0.01150 1.01535 2.51430  0.0616
C 1.23407 -1.49944 0.37123  0.3021
C 0.96797 -2.00444 -0.88257  -0.2586
C 0.57770 -0.24964 0.69782  0.0819
C -0.90145 1.58604 0.34659  -0.1730
C -0.35407 0.03250 -1.53131  0.1375
C -0.77576 1.90980 1.69485  -0.2545
C -0.23323 0.46489 -0.17874  -0.0529
C 0.20006 -1.21932 -1.78896  -0.2413
H 0.13112 1.17204 3.54141  0.1872
H -1.43206 2.29018 -0.27275  0.2159
H -1.97378 1.17791 -2.16835  0.3724
H -1.28646 0.30684 -3.38159  0.3814
H 0.06604 -1.67899 -2.74110  0.2054
H 1.94895 -1.69045 2.08772  0.5038
H -1.28620 2.75536 2.14885  0.2214
H 1.44364 -3.00776 -1.17923  0.2301

Computed properties:
* HOMO-LUMO gap: 7.906 eV
* HOMO: -7.52 eV
* LUMO energy: 0.38 eV
* structure (SMILES): Nc1ccc(O)c2ncccc12
* 2S+1: 1

=====

two takes first place; second place is 0.2282 hartree up.